{
  "formula": "C37H90BrNO28PS8",
  "method": "ωB97M-V/def2-TZVPD",
  "symbols": ["C", "C", "C", "C", "C", "C", "C", "C", "Br", "C", "O", "O", "N", "O", "C", "C", "C", "C", "P", "O", "H", "H", "H", "H", "H", "H", "H", "H", "H", "H", "H", "H", "H", "H", "H", "H", "H", "H", "H", "H", "H", "H", "H", "H", "H", "H", "O", "S", "O", "O", "C", "C", "C", "H", "H", "H", "H", "H", "H", "H", "H", "O", "S", "O", "O", "C", "C", "C", "H", "H", "H", "H", "H", "H", "H", "H", "O", "S", "O", "O", "C", "C", "C", "H", "H", "H", "H", "H", "H", "H", "H", "O", "S", "O", "O", "C", "C", "C", "H", "H", "H", "H", "H", "H", "H", "H", "O", "S", "O", "O", "C", "C", "C", "H", "H", "H", "H", "H", "H", "H", "H", "O", "S", "O", "O", "C", "C", "C", "H", "H", "H", "H", "H", "H", "H", "H", "O", "S", "O", "O", "C", "C", "C", "H", "H", "H", "H", "H", "H", "H", "H", "O", "S", "O", "O", "C", "C", "C", "H", "H", "H", "H", "H", "H", "H", "H"],
  "positions_angstrom": [[0.161, -0.432, 3.885], [-1.292, 0.317, 3.759], [-1.832, 0.539, 2.227], [-0.820, 0.014, 1.049], [-0.906, -1.629, 0.786], [-2.325, -2.067, 0.017], [-2.635, -3.658, 0.269], [-3.950, -3.971, 1.197], [-4.079, -5.975, 1.361], [-5.384, -3.475, 0.499], [-5.528, -2.357, -0.217], [-6.599, -4.307, 0.711], [-3.890, -3.419, 2.604], [-5.033, -3.607, 3.288], [-5.287, -2.533, 4.261], [-6.407, -1.418, 3.736], [-5.627, -0.405, 2.711], [-6.610, 0.291, 1.569], [-2.445, -3.958, 3.500], [-2.801, -4.781, 4.802], [0.146, -1.583, 3.669], [1.023, 0.060, 3.245], [0.506, -0.315, 5.021], [-2.105, -0.316, 4.349], [-1.192, 1.387, 4.276], [-2.089, 1.695, 2.104], [-2.842, -0.044, 2.126], [-1.197, 0.501, 0.027], [0.274, 0.404, 1.202], [0.000, -1.955, 0.121], [-0.926, -2.142, 1.842], [-3.159, -1.340, 0.400], [-2.167, -1.936, -1.158], [-1.637, -4.151, 0.634], [-2.861, -4.136, -0.802], [-5.606, -2.971, 5.325], [-4.298, -1.905, 4.454], [-6.705, -0.793, 4.705], [-7.369, -1.925, 3.303], [-4.803, -0.995, 2.095], [-5.047, 0.428, 3.325], [-7.156, 1.226, 2.015], [-7.322, -0.507, 1.084], [-5.871, 0.653, 0.706], [-1.739, -2.742, 3.924], [-1.500, -4.727, 2.732], [0.036, 3.643, 3.771], [1.030, 4.632, 4.126], [2.039, 4.380, 5.134], [0.279, 6.035, 4.478], [-0.715, 6.039, 5.494], [-0.099, 5.937, 6.877], [1.851, 5.172, 2.649], [-1.444, 5.239, 5.324], [-1.255, 6.988, 5.415], [0.396, 4.969, 7.019], [-0.861, 6.039, 7.652], [0.662, 6.711, 7.019], [1.103, 5.404, 1.889], [2.493, 4.356, 2.308], [2.458, 6.049, 2.882], [2.965, 8.416, -0.103], [3.076, 7.236, -0.931], [3.842, 6.078, -0.521], [3.560, 7.680, -2.423], [4.770, 8.415, -2.557], [5.985, 7.530, -2.345], [1.446, 6.691, -1.369], [4.778, 9.271, -1.873], [4.795, 8.815, -3.575], [6.032, 7.162, -1.313], [6.907, 8.080, -2.545], [5.942, 6.653, -2.998], [0.865, 7.546, -1.718], [0.986, 6.265, -0.474], [1.523, 5.927, -2.144], [2.385, -2.439, -2.388], [2.444, -1.361, -3.350], [2.313, 0.027, -2.959], [1.389, -1.666, -4.554], [0.022, -1.874, -4.225], [-0.665, -0.573, -3.853], [3.934, -1.525, -4.299], [-0.074, -2.616, -3.425], [-0.465, -2.291, -5.112], [-0.249, -0.156, -2.928], [-1.735, -0.728, -3.697], [-0.523, 0.178, -4.637], [4.031, -2.559, -4.637], [4.773, -1.262, -3.651], [3.892, -0.839, -5.147], [2.261, 9.183, -5.185], [2.292, 7.998, -6.013], [3.535, 7.398, -6.451], [1.340, 8.236, -7.315], [1.600, 9.354, -8.154], [2.837, 9.135, -9.005], [1.315, 6.736, -5.239], [1.685, 10.270, -7.560], [0.734, 9.474, -8.811], [3.740, 9.076, -8.386], [2.973, 9.955, -9.714], [2.764, 8.193, -9.558], [0.357, 7.161, -4.936], [1.863, 6.382, -4.362], [1.175, 5.914, -5.943], [-0.803, -9.606, 1.554], [-1.459, -10.544, 2.438], [-2.777, -11.072, 2.157], [-1.449, -9.940, 3.952], [-2.025, -8.661, 4.179], [-3.540, -8.716, 4.131], [-0.369, -11.913, 2.726], [-1.631, -7.929, 3.465], [-1.712, -8.338, 5.177], [-3.896, -8.972, 3.126], [-3.974, -7.751, 4.403], [-3.921, -9.484, 4.812], [0.623, -11.534, 2.978], [-0.323, -12.502, 1.807], [-0.772, -12.523, 3.537], [-9.378, -9.665, -0.267], [-8.955, -9.708, 1.116], [-9.780, -9.195, 2.189], [-7.470, -9.047, 1.237], [-7.275, -7.719, 0.769], [-7.887, -6.701, 1.714], [-8.501, -11.374, 1.521], [-7.672, -7.606, -0.246], [-6.196, -7.549, 0.715], [-8.979, -6.795, 1.744], [-7.649, -5.683, 1.397], [-7.522, -6.853, 2.734], [-7.846, -11.766, 0.741], [-9.418, -11.966, 1.573], [-8.002, -11.380, 2.491], [7.428, 10.402, -3.165], [7.997, 11.580, -3.781], [8.809, 11.506, -4.978], [8.810, 12.429, -2.651], [9.846, 11.780, -1.926], [11.086, 11.586, -2.778], [6.701, 12.756, -4.068], [9.491, 10.827, -1.518], [10.096, 12.422, -1.075], [10.893, 10.893, -3.606], [11.906, 11.176, -2.185], [11.403, 12.536, -3.220], [6.101, 12.855, -3.163], [6.085, 12.379, -4.888], [7.146, 13.713, -4.350], [4.173, -9.095, 1.208], [4.233, -8.017, 0.246], [4.101, -6.629, 0.638], [3.177, -8.322, -0.958], [1.810, -8.530, -0.629], [1.123, -7.229, -0.256], [5.722, -8.182, -0.703], [1.715, -9.272, 0.171], [1.324, -8.947, -1.516], [1.539, -6.812, 0.669], [0.053, -7.384, -0.100], [1.266, -6.479, -1.040], [5.819, -9.215, -1.040], [6.561, -7.918, -0.054], [5.680, -7.495, -1.550]],
  "mulliken_charge": [-0.99, -0.18, 0.93, -0.81, 0.19, 0.31, -0.58, -0.09, -0.07, 0.17, -0.63, -0.71, 0.43, -0.04, -0.18, -0.53, 0.48, -1.13, 0.61, -0.76, 0.18, 0.24, 0.28, 0.19, 0.24, 0.29, -0.87, 0.29, 0.20, 0.22, -0.33, 0.09, -0.21, 0.06, 0.40, 0.26, -0.11, 0.32, 0.30, -0.58, 0.36, 0.34, 0.27, 0.23, -0.13, 0.01, -0.54, 1.11, -0.63, -0.29, -0.26, -0.99, -1.00, 0.26, 0.27, 0.29, 0.39, 0.26, 0.23, 0.46, 0.39, -0.67, 1.20, -0.62, -0.02, -0.37, -1.00, -0.64, 0.30, 0.21, 0.31, 0.34, 0.27, 0.30, 0.21, 0.21, -0.58, 1.22, -0.59, -0.27, -0.29, -0.91, -1.01, 0.30, 0.26, 0.16, 0.41, 0.30, 0.31, 0.37, 0.32, -0.63, 1.24, -0.62, -0.27, -0.30, -0.98, -0.81, 0.29, 0.28, 0.30, 0.39, 0.25, 0.33, 0.15, 0.39, -0.49, 1.10, -0.60, -0.28, -0.14, -0.98, -1.03, 0.20, 0.24, 0.22, 0.37, 0.32, 0.33, 0.37, 0.34, -0.65, 1.16, -0.61, -0.16, -0.01, -0.69, -0.92, 0.27, -0.14, 0.41, 0.25, 0.21, 0.30, 0.36, 0.30, -0.49, 1.10, -0.61, -0.29, -0.28, -0.99, -0.96, 0.27, 0.28, 0.30, 0.39, 0.26, 0.32, 0.37, 0.34, -0.64, 1.21, -0.59, -0.29, -0.36, -1.02, -0.93, 0.30, 0.29, 0.32, 0.38, 0.34, 0.31, 0.37, 0.31],
  "orbital_gap_ev": 6.10,
  "e_tot_ha": -9725.7699,
  "mol_weight_da": 1364.52,
  "charge": -1,
  "multiplicity": 1
}